[1]
Molecular formula: C16H26N4O3S
Method: DFT, ωB97M-V with the def2-TZVPD basis set

SMILES: CCCCCCC(=O)N/N=C/c1c(O)n(CCCC)c(=S)[nH]c1=O
Lowest unoccupied orbital energy, Eh: -0.0075
Highest occupied orbital energy, eV: -8.43
Energy above the lowest of the compared OMol25 structures with the same formula, charge and spin, kJ/mol: 0.00
Charge: 0
Kohn-Sham gap, eV: 8.23
2S+1: 1

Cartesian coordinates (Å):
C1 -2.39902 0.99910 1.91164
C2 -1.09684 1.56096 2.46870
C3 -0.62515 2.78113 1.67718
C4 0.50817 3.54661 2.36259
C5 1.80075 2.74889 2.53422
C6 2.59234 2.59350 1.22703
C7 3.72007 1.62732 1.48435
O1 4.84132 1.93933 1.81153
N1 3.38440 0.29891 1.40642
N2 2.19785 -0.15446 0.95788
C8 1.90895 -1.40181 1.05035
C9 0.69285 -1.93293 0.50488
C10 -0.15379 -1.16563 -0.27493
O2 0.08099 0.11326 -0.51217
N3 -1.26962 -1.68225 -0.85691
C11 -2.04337 -0.84538 -1.76238
C12 -1.36732 -0.70467 -3.12660
C13 -1.21423 -2.03653 -3.85771
C14 -0.61587 -1.83955 -5.24448
C15 -1.64003 -2.98743 -0.63185
S1 -3.01365 -3.65689 -1.23475
N4 -0.80850 -3.72993 0.14724
C16 0.38776 -3.33066 0.73963
O3 1.04958 -4.11728 1.37651
H1 -3.20040 1.72903 2.00034
H2 -2.69308 0.10079 2.44987
H3 -2.28502 0.74811 0.86008
H4 -1.24669 1.84478 3.51266
H5 -0.33529 0.77893 2.44311
H6 -1.46950 3.46518 1.56240
H7 -0.32321 2.46991 0.67564
H8 0.72258 4.45319 1.79269
H9 0.16310 3.85489 3.35210
H10 1.56665 1.76374 2.93952
H11 2.44065 3.25603 3.25872
H12 1.94870 2.22656 0.42979
H13 3.01641 3.55508 0.93847
H14 4.08824 -0.37331 1.71463
H15 2.57049 -2.12545 1.52662
H16 0.91135 0.35571 -0.00884
H17 -2.15363 0.13883 -1.30318
H18 -3.02407 -1.31061 -1.87182
H19 -0.38788 -0.23884 -3.00158
H20 -1.98121 -0.03188 -3.72757
H21 -2.19060 -2.51614 -3.94570
H22 -0.56911 -2.70399 -3.28076
H23 -0.50781 -2.79509 -5.75086
H24 -1.25653 -1.20150 -5.84882
H25 0.36518 -1.37391 -5.17635
H26 -1.08696 -4.69367 0.30046

Cartesian forces (eV/Å) of the 2 atoms listed first:
0.185 -0.023 0.180
-0.132 0.097 -0.305


[2]
Molecular formula: C16H26N4O4S
Method: DFT, ωB97M-V with the def2-TZVPD basis set

SMILES: CCOCN(N=C=S)C(=O)OCCCCN(C)C(C)=O.c1cc[nH]c1
Lowest unoccupied orbital energy, Eh: -0.0223
Highest occupied orbital energy, eV: -8.58
Energy above the lowest of the compared OMol25 structures with the same formula, charge and spin, kJ/mol: 0.00
Charge: 0
Kohn-Sham gap, eV: 7.97
2S+1: 1

Cartesian coordinates (Å):
C1 -1.60947 3.58121 1.39473
C2 -1.90997 2.09819 1.54045
O1 -2.36625 1.57254 0.29904
C3 -2.99308 0.33743 0.48847
N1 -2.73644 -0.43776 -0.71656
N2 -3.60170 -1.59584 -0.81825
C4 -3.07112 -2.57766 -0.31224
S1 -2.40366 -3.75962 0.42730
C5 -2.78881 0.36163 -1.91507
O2 -3.77164 0.97864 -2.26131
O3 -1.66892 0.40267 -2.64667
C6 -0.58748 -0.44155 -2.22129
C7 0.49960 -0.45637 -3.28096
C8 1.76611 -1.12904 -2.71259
C9 2.27935 -2.33911 -3.50740
N3 1.80308 -3.66500 -3.09523
C10 0.35134 -3.75917 -2.94252
C11 2.54525 -4.17837 -1.98988
C12 2.03579 -4.10023 -0.56644
O4 3.61702 -4.70866 -2.19587
H1 -2.07406 3.97650 0.50155
H2 -2.07350 4.07681 2.23861
H3 -0.54706 3.77562 1.41875
H4 -2.64521 1.93377 2.32242
H5 -1.01266 1.55990 1.84765
H6 -4.05808 0.42303 0.71351
H7 -2.50151 -0.18368 1.30987
H8 -0.96260 -1.45168 -2.13533
H9 -0.13921 -0.11165 -1.29253
H10 0.14128 -0.99287 -4.14983
H11 0.68701 0.56955 -3.57712
H12 2.54228 -0.37533 -2.79516
H13 1.66070 -1.33227 -1.65129
H14 2.10266 -2.20638 -4.56916
H15 3.35557 -2.36612 -3.38253
H16 -0.12274 -3.17145 -3.71337
H17 -0.02252 -3.42246 -1.97669
H18 0.06071 -4.79875 -3.04032
H19 2.54136 -4.86286 0.00574
H20 0.97058 -4.27480 -0.48233
H21 2.24583 -3.12848 -0.13052
C13 0.87661 4.15422 6.01243
C14 1.53738 5.17074 5.27090
C15 2.09419 4.57692 4.17119
N4 1.79959 3.24067 4.22035
C16 1.05426 2.97684 5.33816
H22 0.33347 4.27509 6.93431
H23 1.59573 6.21723 5.51749
H24 2.67269 4.98646 3.36122
H25 2.08540 2.55992 3.54290
H26 0.71740 1.97803 5.55633

Cartesian forces (eV/Å) of the 2 atoms listed first:
-0.402 -0.320 0.463
0.385 0.251 -0.213


[3]
Molecular formula: C16H26N6O2
Method: DFT, ωB97M-V with the def2-TZVPD basis set

SMILES: CC(C)n1cnc2c(N(C)C3CC3)nc(N(CCO)CCO)nc21
Lowest unoccupied orbital energy, Eh: 0.0286
Highest occupied orbital energy, eV: -7.85
Energy above the lowest of the compared OMol25 structures with the same formula, charge and spin, kJ/mol: 239.07
Charge: 0
Kohn-Sham gap, eV: 8.63
2S+1: 1

Cartesian coordinates (Å):
C1 1.10801 4.39638 -1.56759
C2 0.46342 3.07076 -1.91912
C3 0.51736 2.87456 -3.43946
N1 1.14543 1.95412 -1.19327
C4 2.50044 1.78377 -0.96571
N2 2.80040 0.71602 -0.26618
C5 1.59276 0.03151 -0.10646
C6 1.12533 -1.14207 0.48769
N3 1.88621 -1.99208 1.32515
C7 1.41156 -3.38206 1.53310
C8 3.27227 -1.63313 1.67884
C9 3.80110 -2.13863 3.01204
C10 3.45356 -0.65516 2.82065
N4 -0.13026 -1.50809 0.34834
C11 -0.92854 -0.73460 -0.32951
N5 -2.26374 -1.14879 -0.42134
C12 -3.11303 -0.98512 -1.62765
C13 -3.79048 0.37692 -1.56918
O1 -2.88481 1.44209 -1.89568
C14 -2.90377 -1.88461 0.69220
C15 -3.00477 -1.03743 1.96104
O2 -3.84616 -1.71570 2.90097
N6 -0.64802 0.39825 -0.88622
C16 0.61882 0.77370 -0.76092
H1 0.65939 5.21845 -2.13088
H2 0.98077 4.57168 -0.50102
H3 2.18031 4.41165 -1.77645
H4 -0.57711 3.11147 -1.56453
H5 -0.03557 3.66510 -4.00317
H6 1.52144 2.82654 -3.83409
H7 0.05586 1.89106 -3.64228
H8 3.20966 2.51032 -1.27843
H9 2.15548 -3.94996 2.13519
H10 1.23064 -3.92654 0.57827
H11 0.44346 -3.35859 2.04574
H12 3.94597 -1.53837 0.79431
H13 3.11727 -2.72307 3.63910
H14 4.84870 -2.44894 3.01430
H15 2.56386 -0.32208 3.32669
H16 4.27733 0.05508 2.73846
H17 -2.49537 -1.02562 -2.55161
H18 -3.83462 -1.78184 -1.66624
H19 -4.64564 0.43122 -2.25748
H20 -4.20432 0.47896 -0.55741
H21 -1.96500 1.16965 -1.57973
H22 -3.92397 -2.19290 0.41372
H23 -2.30404 -2.78065 0.94376
H24 -2.00232 -0.86843 2.41332
H25 -3.48461 -0.07183 1.73994
H26 -3.90064 -1.21298 3.74883

Cartesian forces (eV/Å) of the 2 atoms listed first:
0.272 0.099 0.598
0.393 0.143 -0.454


Repeat the third record exactly.
Molecular formula: C16H26N6O2
Method: DFT, ωB97M-V with the def2-TZVPD basis set

SMILES: CC(C)n1cnc2c(N(C)C3CC3)nc(N(CCO)CCO)nc21
Lowest unoccupied orbital energy, Eh: 0.0286
Highest occupied orbital energy, eV: -7.85
Energy above the lowest of the compared OMol25 structures with the same formula, charge and spin, kJ/mol: 239.07
Charge: 0
Kohn-Sham gap, eV: 8.63
2S+1: 1

Cartesian coordinates (Å):
C1 1.10801 4.39638 -1.56759
C2 0.46342 3.07076 -1.91912
C3 0.51736 2.87456 -3.43946
N1 1.14543 1.95412 -1.19327
C4 2.50044 1.78377 -0.96571
N2 2.80040 0.71602 -0.26618
C5 1.59276 0.03151 -0.10646
C6 1.12533 -1.14207 0.48769
N3 1.88621 -1.99208 1.32515
C7 1.41156 -3.38206 1.53310
C8 3.27227 -1.63313 1.67884
C9 3.80110 -2.13863 3.01204
C10 3.45356 -0.65516 2.82065
N4 -0.13026 -1.50809 0.34834
C11 -0.92854 -0.73460 -0.32951
N5 -2.26374 -1.14879 -0.42134
C12 -3.11303 -0.98512 -1.62765
C13 -3.79048 0.37692 -1.56918
O1 -2.88481 1.44209 -1.89568
C14 -2.90377 -1.88461 0.69220
C15 -3.00477 -1.03743 1.96104
O2 -3.84616 -1.71570 2.90097
N6 -0.64802 0.39825 -0.88622
C16 0.61882 0.77370 -0.76092
H1 0.65939 5.21845 -2.13088
H2 0.98077 4.57168 -0.50102
H3 2.18031 4.41165 -1.77645
H4 -0.57711 3.11147 -1.56453
H5 -0.03557 3.66510 -4.00317
H6 1.52144 2.82654 -3.83409
H7 0.05586 1.89106 -3.64228
H8 3.20966 2.51032 -1.27843
H9 2.15548 -3.94996 2.13519
H10 1.23064 -3.92654 0.57827
H11 0.44346 -3.35859 2.04574
H12 3.94597 -1.53837 0.79431
H13 3.11727 -2.72307 3.63910
H14 4.84870 -2.44894 3.01430
H15 2.56386 -0.32208 3.32669
H16 4.27733 0.05508 2.73846
H17 -2.49537 -1.02562 -2.55161
H18 -3.83462 -1.78184 -1.66624
H19 -4.64564 0.43122 -2.25748
H20 -4.20432 0.47896 -0.55741
H21 -1.96500 1.16965 -1.57973
H22 -3.92397 -2.19290 0.41372
H23 -2.30404 -2.78065 0.94376
H24 -2.00232 -0.86843 2.41332
H25 -3.48461 -0.07183 1.73994
H26 -3.90064 -1.21298 3.74883

Cartesian forces (eV/Å) of the 2 atoms listed first:
0.272 0.099 0.598
0.393 0.143 -0.454